# 1
Density functional theory data (ωB97M-V/def2-TZVPD) for C46H45MnN5O2P2Si as an isolated structure at a distorted geometry.

Geometry (Å):
Mn  -0.021  0.286  0.626
C  -1.127  3.090  -2.409
Si  -0.394  2.875  -0.692
C  1.428  3.311  -0.656
C  1.690  4.659  -0.908
C  2.986  5.141  -0.906
C  4.037  4.276  -0.648
C  3.789  2.934  -0.409
C  2.489  2.433  -0.419
P  2.198  0.637  -0.183
C  3.484  0.102  1.006
C  4.819  -0.045  0.615
C  5.785  -0.386  1.547
C  5.437  -0.598  2.874
C  4.113  -0.485  3.264
C  3.143  -0.140  2.335
C  2.825  -0.092  -1.731
C  3.297  -1.406  -1.709
C  3.804  -1.984  -2.859
C  3.819  -1.265  -4.048
C  3.343  0.036  -4.075
C  2.844  0.624  -2.922
C  -1.723  3.263  0.611
C  -1.813  4.472  1.300
C  -2.870  4.691  2.171
C  -3.844  3.718  2.370
C  -3.780  2.522  1.672
C  -2.713  2.295  0.808
P  -2.579  0.869  -0.298
C  -2.595  -0.714  0.599
C  -2.947  -1.042  1.845
C  -2.692  -2.379  2.379
C  -2.083  -3.329  1.672
C  -1.656  -3.135  0.250
C  -1.913  -1.716  -0.294
C  -4.196  0.864  -1.154
C  -4.718  2.081  -1.595
C  -5.963  2.117  -2.200
C  -6.678  0.943  -2.394
C  -6.151  -0.269  -1.973
C  -4.911  -0.314  -1.356
H  -1.443  4.132  -2.519
H  -2.002  2.461  -2.566
H  -0.401  2.875  -3.193
H  0.869  5.347  -1.084
H  3.173  6.189  -1.099
H  5.053  4.647  -0.623
H  4.622  2.278  -0.209
H  5.106  0.089  -0.418
H  6.816  -0.484  1.232
H  6.196  -0.859  3.600
H  3.838  -0.667  4.295
H  2.110  -0.077  2.643
H  3.299  -1.962  -0.778
H  4.204  -2.990  -2.829
H  4.208  -1.720  -4.949
H  3.373  0.602  -4.997
H  2.490  1.648  -2.944
H  -1.059  5.235  1.167
H  -2.944  5.635  2.695
H  -4.664  3.902  3.051
H  -4.560  1.778  1.781
H  -3.410  -0.313  2.499
H  -2.999  -2.572  3.398
H  -1.881  -4.299  2.110
H  -2.050  -3.932  -0.380
H  -2.310  -1.669  -1.312
H  -4.165  3.000  -1.447
H  -6.380  3.064  -2.515
H  -7.648  0.971  -2.872
H  -6.711  -1.184  -2.115
H  -4.525  -1.264  -1.012
O  0.848  3.785  2.157
C  0.502  2.787  2.737
C  0.261  2.642  4.233
C  -0.222  1.201  4.419
C  -0.098  0.643  3.031
O  -0.249  -0.530  2.632
N  0.253  1.564  2.122
H  -0.457  3.397  4.551
H  1.193  2.842  4.762
H  -1.257  1.131  4.757
H  0.383  0.621  5.116
C  -0.562  -5.898  -2.407
C  0.565  -5.848  -1.379
C  0.081  -6.228  0.019
C  1.286  -4.498  -1.398
N  0.430  -3.331  -1.226
C  -0.142  -2.858  0.025
N  -0.443  -1.430  -0.344
N  0.002  -1.272  -1.734
N  0.470  -2.353  -2.121
H  -0.988  -6.900  -2.446
H  -0.197  -5.646  -3.404
H  -1.364  -5.203  -2.150
H  1.328  -6.574  -1.676
H  -0.689  -5.541  0.376
H  0.905  -6.227  0.734
H  -0.349  -7.229  0.007
H  1.762  -4.350  -2.367
H  2.058  -4.485  -0.620
H  0.524  -3.013  0.877

expectation value of S²	0.890
strongest force on any atom	0.0231	hartree/bohr
total charge	+2
lowest unoccupied orbital energy (spin up / spin down)	-6.9 / -6.5	eV
multiplicity	2
energy above the lowest of the compared OMol25 structures with the same formula, charge and spin	70.9	kcal/mol
HOMO (spin up / spin down)	-13.72 / -13.68	eV
orbital gap (spin up / spin down)	6.788 / 7.180	eV

=====

# 2
Density functional theory data (ωB97M-V/def2-TZVPD) for C54H56FGaGe2I2OS5 as an isolated structure at a distorted geometry.

Geometry (Å):
Ga  -2.545  -0.314  -2.534
C  -2.103  6.278  0.960
C  -2.149  4.922  1.624
C  -3.261  4.094  1.494
C  -3.315  2.836  2.087
C  -4.568  2.004  1.959
C  -2.195  2.377  2.803
C  -1.091  3.221  2.990
C  0.096  2.827  3.839
C  -1.087  4.478  2.392
C  -2.214  1.008  3.432
C  -2.915  0.875  4.632
C  -2.995  -0.344  5.289
C  -2.365  -1.453  4.748
C  -1.651  -1.357  3.553
C  -1.556  -0.119  2.877
Ge  -0.837  -0.080  1.010
S  -2.663  -0.279  -0.130
S  0.696  -1.574  0.304
Ge  1.183  0.156  -1.086
S  -0.062  0.447  -2.797
S  0.476  1.670  0.469
C  3.122  0.143  -1.582
C  3.474  -0.269  -2.897
C  4.805  -0.215  -3.317
C  5.810  0.218  -2.471
C  5.490  0.575  -1.172
C  4.170  0.540  -0.709
C  4.040  0.934  0.742
C  4.211  -0.026  1.740
C  4.344  -1.501  1.430
C  4.275  0.388  3.074
C  4.160  1.718  3.435
C  4.220  2.142  4.884
C  3.990  2.663  2.424
C  3.938  2.296  1.087
C  3.793  3.352  0.017
C  2.509  -0.865  -3.890
C  2.064  -0.141  -4.998
C  2.370  1.328  -5.186
C  1.243  -0.770  -5.933
C  0.865  -2.097  -5.798
C  -0.020  -2.771  -6.821
C  1.323  -2.799  -4.687
C  2.135  -2.208  -3.734
C  2.605  -3.021  -2.550
C  -1.002  -2.607  3.024
C  0.359  -2.833  3.243
C  1.229  -1.825  3.952
C  0.940  -4.008  2.762
C  0.202  -4.955  2.076
C  0.842  -6.218  1.550
C  -1.156  -4.716  1.870
C  -1.775  -3.562  2.330
C  -3.240  -3.326  2.052
H  -3.027  6.481  0.415
H  -1.272  6.336  0.250
H  -1.960  7.073  1.698
H  -4.115  4.436  0.914
H  -5.328  2.541  1.388
H  -4.981  1.756  2.941
H  -4.357  1.067  1.441
H  -0.026  1.845  4.291
H  0.242  3.558  4.642
H  1.001  2.800  3.229
H  -0.212  5.117  2.519
H  -3.400  1.754  5.049
H  -3.544  -0.428  6.220
H  -2.413  -2.415  5.252
H  5.035  -0.536  -4.330
H  6.838  0.259  -2.816
H  6.268  0.886  -0.482
H  4.388  -1.693  0.361
H  3.482  -2.046  1.823
H  5.247  -1.912  1.894
H  4.433  -0.361  3.849
H  4.374  1.282  5.540
H  3.292  2.634  5.185
H  5.036  2.852  5.054
H  3.903  3.717  2.689
H  3.738  4.348  0.461
H  2.884  3.189  -0.568
H  4.633  3.322  -0.680
H  3.013  1.721  -4.404
H  1.434  1.894  -5.172
H  2.851  1.506  -6.154
H  0.847  -0.192  -6.769
H  -0.389  -2.054  -7.560
H  -0.897  -3.219  -6.335
H  0.526  -3.571  -7.339
H  1.011  -3.832  -4.548
H  2.239  -4.046  -2.624
H  2.241  -2.615  -1.606
H  3.698  -3.043  -2.492
H  0.646  -1.069  4.473
H  1.860  -1.308  3.224
H  1.884  -2.319  4.679
H  2.007  -4.169  2.917
H  1.908  -6.247  1.784
H  0.731  -6.285  0.464
H  0.372  -7.106  1.984
H  -1.745  -5.445  1.316
H  -3.665  -4.163  1.496
H  -3.372  -2.417  1.456
H  -3.809  -3.194  2.976
O  -2.517  2.074  -2.750
H  -1.634  2.261  -3.099
H  -2.493  2.339  -1.814
I  -2.265  -0.532  -5.431
I  -2.324  0.958  -8.213
S  -2.142  -2.201  -3.627
F  -8.685  0.227  -3.041
C  -7.328  0.165  -2.910
C  -6.540  0.907  -3.763
C  -5.150  0.825  -3.626
C  -4.543  0.017  -2.666
C  -5.396  -0.708  -1.825
C  -6.791  -0.639  -1.931
H  -6.999  1.521  -4.529
H  -4.536  1.415  -4.294
H  -4.976  -1.348  -1.057
H  -7.445  -1.207  -1.278

strongest force on any atom	0.0243	hartree/bohr
total charge	-2
lowest unoccupied orbital energy	3.6	eV
HOMO	-2.38	eV
orbital gap	6.022	eV

=====

# 3
Density functional theory data (ωB97M-V/def2-TZVPD) for an isolated ion of composition CH4N2O and charge +1 at a distorted geometry.

Geometry (Å):
N  -0.864  0.110  0.855
C  -0.162  -0.382  -0.171
N  0.955  0.355  -0.714
O  -0.431  -1.469  -0.643
H  -1.608  -0.326  1.447
H  -0.742  1.107  0.903
H  1.224  -0.021  -1.593
H  1.627  0.626  -0.082

expectation value of S²	0.760
strongest force on any atom	0.1044	hartree/bohr
total charge	+1
lowest unoccupied orbital energy (spin up / spin down)	-4.1 / -9.7	eV
multiplicity	2
energy above the lowest of the compared OMol25 structures with the same formula, charge and spin	4.2	kcal/mol
HOMO (spin up / spin down)	-17.58 / -16.94	eV
orbital gap (spin up / spin down)	13.473 / 7.199	eV

=====

# 4
Density functional theory data (ωB97M-V/def2-TZVPD) for C3H9NO2S as an isolated structure at a distorted geometry.

Geometry (Å):
C  -0.842  0.499  -0.687
O  -1.540  -0.485  -1.265
C  0.436  0.116  0.218
C  0.812  1.426  0.974
S  -0.552  2.135  2.019
N  0.328  -1.047  1.167
H  -0.325  1.160  -1.394
H  -1.682  1.056  -0.233
H  1.235  -0.155  -0.474
H  1.264  2.171  0.243
H  1.714  1.134  1.741
H  -0.003  -0.689  2.061
H  -0.463  -1.676  0.885
H  -0.818  -1.376  -1.775
H  0.417  -2.179  -1.294
O  0.019  -2.089  -2.187

strongest force on any atom	0.0568	hartree/bohr
total charge	-2
lowest unoccupied orbital energy	6.2	eV
energy above the lowest of the compared OMol25 structures with the same formula, charge and spin	27.6	kcal/mol
HOMO	0.70	eV
orbital gap	5.478	eV

=====

# 5
Density functional theory data (ωB97M-V/def2-TZVPD) for C49H43IN8NaO2PS as an isolated structure at a distorted geometry.

Geometry (Å):
Na  0.176  -0.486  0.979
C  0.887  -5.834  -3.625
C  1.361  -4.388  -3.543
N  1.816  -4.006  -2.218
C  0.911  -3.716  -1.196
S  1.505  -3.825  0.409
N  -0.312  -3.466  -1.622
N  -1.104  -2.683  -0.835
C  -2.353  -2.976  -0.819
C  -2.899  -4.240  -1.406
C  -3.282  -1.943  -0.267
C  -4.621  -2.237  -0.020
C  -5.473  -1.228  0.402
C  -4.976  0.050  0.568
C  -3.624  0.253  0.317
N  -2.798  -0.706  -0.092
H  0.600  -6.098  -4.649
H  0.023  -5.975  -2.972
H  1.673  -6.522  -3.301
H  0.541  -3.723  -3.803
H  2.175  -4.210  -4.251
H  2.614  -4.503  -1.852
H  -2.088  -4.956  -1.513
H  -3.334  -4.071  -2.399
H  -3.676  -4.675  -0.774
H  -4.994  -3.244  -0.147
H  -6.514  -1.449  0.610
H  -5.600  0.873  0.894
H  -3.183  1.233  0.468
C  3.608  4.107  0.747
C  3.430  2.731  0.773
C  2.163  2.187  0.569
C  1.063  3.002  0.308
C  1.255  4.384  0.301
C  2.511  4.934  0.524
P  -0.554  2.244  -0.191
C  -0.549  2.987  -1.963
C  -1.746  2.908  -2.690
C  -1.799  3.154  -4.057
C  -0.636  3.470  -4.755
C  0.564  3.542  -4.062
C  0.601  3.306  -2.688
C  -1.756  3.409  0.583
C  -2.474  4.489  0.154
C  -3.400  5.093  1.053
C  -3.612  4.602  2.315
C  -2.899  3.457  2.777
C  -3.080  2.804  4.027
C  -2.358  1.671  4.300
C  -1.406  1.135  3.377
C  -1.153  1.749  2.162
C  -1.947  2.900  1.907
H  4.591  4.531  0.919
H  4.267  2.073  0.973
H  2.039  1.110  0.652
H  0.408  5.034  0.107
H  2.636  6.011  0.518
H  -2.659  2.618  -2.172
H  -2.746  3.081  -4.582
H  -0.667  3.649  -5.823
H  1.482  3.779  -4.588
H  1.554  3.368  -2.174
H  -2.361  4.885  -0.850
H  -3.959  5.962  0.722
H  -4.337  5.083  2.966
H  -3.796  3.191  4.746
H  -2.523  1.159  5.244
H  -0.895  0.221  3.673
I  -4.684  -1.745  4.377
C  -2.924  -2.816  3.921
C  -2.589  -3.903  4.718
C  -1.423  -4.581  4.395
C  -0.663  -4.154  3.322
C  -1.094  -3.052  2.603
N  -2.223  -2.383  2.897
H  -3.212  -4.194  5.552
H  -1.114  -5.434  4.987
H  0.252  -4.647  3.017
H  -0.483  -2.731  1.764
N  1.896  1.311  3.908
C  2.381  0.253  3.187
O  1.579  -0.509  2.620
C  3.810  0.071  3.147
C  4.677  1.008  3.778
N  5.365  1.768  4.319
C  4.410  -0.991  2.409
N  4.971  -1.816  1.825
H  2.540  2.056  4.118
H  0.967  1.603  3.624
C  0.533  -0.432  -2.916
C  1.620  -0.541  -1.886
O  1.375  -0.695  -0.707
C  3.062  -0.449  -2.276
C  3.471  0.159  -3.457
C  4.828  0.273  -3.738
C  5.764  -0.234  -2.843
C  5.350  -0.852  -1.665
C  3.998  -0.956  -1.379
H  -0.412  -0.723  -2.462
H  0.759  -1.061  -3.780
H  0.463  0.608  -3.254
H  2.734  0.565  -4.143
H  5.153  0.766  -4.647
H  6.823  -0.143  -3.062
H  6.067  -1.242  -0.952
H  3.659  -1.428  -0.463

strongest force on any atom	0.0238	hartree/bohr
total charge	-2
lowest unoccupied orbital energy	3.4	eV
energy above the lowest of the compared OMol25 structures with the same formula, charge and spin	0.0	kcal/mol
HOMO	-1.97	eV
orbital gap	5.370	eV

=====

# 6
Density functional theory data (ωB97M-V/def2-TZVPD) for a 2-piece molecular cluster, C5H11O2 overall at a distorted geometry.

Geometry (Å):
C  -1.001  -0.505  0.887
C  -2.023  -1.133  -0.101
C  0.488  -0.940  0.672
O  1.211  -0.831  1.685
O  0.780  -1.329  -0.479
H  -1.028  0.570  0.707
H  -1.314  -0.711  1.911
H  -2.691  -1.827  0.419
H  -1.510  -1.696  -0.882
H  -2.617  -0.347  -0.583
C  0.663  2.563  -0.568
C  0.314  1.538  -1.639
H  1.113  2.118  0.318
H  1.293  3.358  -0.967
H  -0.224  3.136  -0.295
H  0.283  2.062  -2.615
H  0.982  0.698  -1.767
H  -0.709  1.172  -1.590

strongest force on any atom	0.0353	hartree/bohr
total charge	-1
lowest unoccupied orbital energy	4.0	eV
energy above the lowest of the compared OMol25 structures with the same formula, charge and spin	7.6	kcal/mol
HOMO	-3.92	eV
orbital gap	7.911	eV

=====

# 7
Density functional theory data (ωB97M-V/def2-TZVPD) for C32H37BiN6O3PS2 as an isolated structure at a distorted geometry.

Geometry (Å):
Bi  0.026  -0.225  -0.036
C  0.273  1.950  -2.854
C  -0.498  3.077  -2.143
C  -1.980  2.828  -2.079
C  -2.885  3.774  -2.552
C  -4.240  3.494  -2.515
C  -4.656  2.276  -2.003
C  -3.691  1.399  -1.536
N  -2.381  1.661  -1.567
N  1.201  1.187  -1.985
C  2.167  2.099  -1.352
C  1.780  2.562  0.043
C  2.543  3.522  0.638
C  2.271  3.960  1.957
C  1.180  3.341  2.619
C  0.440  2.393  1.981
N  0.681  1.975  0.669
C  1.869  0.155  -2.782
C  0.950  -0.967  -3.231
C  1.352  -1.877  -4.200
C  0.479  -2.878  -4.580
C  -0.775  -2.930  -3.995
C  -1.087  -1.996  -3.025
N  -0.239  -1.045  -2.641
H  0.867  2.391  -3.666
H  -0.433  1.254  -3.297
H  -0.329  4.019  -2.664
H  -0.125  3.188  -1.122
H  -2.525  4.716  -2.947
H  -4.960  4.213  -2.888
H  -5.703  2.009  -1.965
H  -3.968  0.443  -1.106
H  2.312  2.974  -1.996
H  3.131  1.592  -1.282
H  3.368  3.955  0.077
H  2.871  4.724  2.434
H  0.921  3.612  3.636
H  -0.376  1.899  2.491
H  2.666  -0.280  -2.177
H  2.340  0.596  -3.671
H  2.332  -1.790  -4.655
H  0.769  -3.602  -5.332
H  -1.498  -3.683  -4.282
H  -2.053  -1.989  -2.527
O  2.179  -0.255  0.324
C  3.214  -1.066  0.304
C  4.472  -0.470  0.532
C  5.631  -1.209  0.542
C  5.587  -2.588  0.315
C  4.370  -3.184  0.083
C  3.173  -2.453  0.069
C  1.902  -3.129  -0.137
N  0.694  -2.584  -0.113
C  -0.219  -3.610  -0.290
C  0.443  -4.781  -0.429
N  1.780  -4.462  -0.338
H  4.483  0.598  0.723
H  6.579  -0.722  0.735
H  6.492  -3.182  0.330
H  4.348  -4.256  -0.082
H  -1.281  -3.425  -0.256
H  0.094  -5.790  -0.568
H  2.542  -5.113  -0.379
C  -3.000  -3.013  5.933
C  -2.326  -1.961  5.082
O  -2.731  -2.181  3.716
P  -2.332  -1.167  2.559
S  -0.322  -0.902  2.620
S  -3.131  -1.733  0.872
O  -3.013  0.172  3.124
C  -2.981  1.393  2.372
C  -2.929  2.554  3.334
H  -2.591  -2.987  6.945
H  -2.823  -4.003  5.508
H  -4.076  -2.844  5.979
H  -1.240  -2.037  5.140
H  -2.625  -0.957  5.382
H  -3.881  1.436  1.757
H  -2.119  1.407  1.699
H  -3.802  2.534  3.990
H  -2.919  3.496  2.780
H  -2.030  2.503  3.950

expectation value of S²	0.769
strongest force on any atom	0.0305	hartree/bohr
lowest unoccupied orbital energy (spin up / spin down)	0.3 / 0.3	eV
multiplicity	2
energy above the lowest of the compared OMol25 structures with the same formula, charge and spin	13.9	kcal/mol
HOMO (spin up / spin down)	-4.04 / -7.81	eV
orbital gap (spin up / spin down)	4.332 / 8.105	eV

=====

# 8
Density functional theory data (ωB97M-V/def2-TZVPD) for a 2-piece molecular cluster, C4H12 overall at a distorted geometry.

Geometry (Å):
C  -1.238  -2.466  0.717
C  -1.578  -1.086  1.331
H  -0.421  -2.857  1.330
H  -2.053  -3.149  0.954
H  -0.861  -2.466  -0.299
H  -1.363  -1.211  2.387
H  -0.981  -0.299  0.873
H  -2.607  -0.781  1.145
C  1.936  2.227  -0.908
C  0.741  1.369  -1.222
H  2.154  3.090  -1.541
H  2.144  2.501  0.127
H  2.907  1.722  -1.101
H  0.387  0.930  -0.286
H  -0.133  1.909  -1.583
H  0.965  0.569  -1.925

strongest force on any atom	0.0549	hartree/bohr
lowest unoccupied orbital energy	1.1	eV
energy above the lowest of the compared OMol25 structures with the same formula, charge and spin	12.8	kcal/mol
HOMO	-11.46	eV
orbital gap	12.588	eV
SMILES string	CC.CC